40
Properties=species:S:1:pos:R:3:forces:R:3 method="wB97M-V/def2-TZVPD" charge=-1 total_energy_ha=-1297.2242 relative_energy_kj_mol=332.71 mol_weight_da=407.24 lumo_energy_ev=1.35 spin_multiplicity=1 homo_ev=-1.7
Cs 22.336 9.930 -4.170 0.75 -1.06 -1.50
S 24.615 9.059 -7.203 -2.00 -0.31 -3.32
O 25.809 8.990 -7.946 5.47 -0.08 -1.02
O 24.028 7.742 -7.227 -1.26 -3.25 2.43
O 24.741 9.712 -5.920 0.25 0.75 4.20
O 23.726 9.853 -8.008 -3.26 3.27 -1.27
C 19.768 13.507 -5.335 -0.12 0.27 -0.11
C 21.119 13.240 -4.649 -0.28 -0.95 -0.49
C 21.854 14.478 -4.122 -0.02 -0.63 -1.38
O 20.985 15.195 -3.274 0.42 0.50 -0.32
C 21.426 16.528 -3.240 -1.06 1.20 1.32
N 20.883 12.379 -3.477 -0.54 1.32 1.00
H 19.187 12.597 -5.484 0.38 -0.40 0.05
H 19.801 13.952 -6.330 0.36 0.25 0.10
H 19.131 14.111 -4.689 0.15 0.32 0.02
H 21.740 12.599 -5.274 0.36 0.80 -0.69
H 22.202 15.064 -4.973 -0.23 0.33 -0.12
H 22.759 14.235 -3.565 0.14 -0.45 0.08
H 21.012 17.142 -4.040 0.52 -0.33 -0.77
H 22.494 16.663 -3.071 0.18 -0.27 -0.49
H 20.966 17.033 -2.390 -0.11 -0.35 0.47
H 20.930 13.133 -2.807 -0.09 -0.57 1.40
H 19.891 12.187 -3.455 -0.30 -0.48 0.00
C 23.042 9.358 0.458 0.63 -1.87 1.26
C 23.399 10.546 -0.326 -0.27 0.11 -1.19
C 24.348 11.565 0.340 -0.20 -0.03 -1.23
O 25.696 11.098 0.296 0.15 0.40 1.03
C 26.548 11.947 1.092 -0.04 -0.72 -0.10
N 23.925 10.123 -1.666 -0.28 0.49 1.34
H 22.667 9.588 1.455 0.22 0.23 0.12
H 23.947 8.755 0.545 0.03 -0.30 0.43
H 22.291 8.690 0.036 -0.01 0.31 -0.52
H 22.412 10.961 -0.534 0.20 1.09 -0.10
H 24.075 11.931 1.329 -0.18 -0.44 0.27
H 24.227 12.414 -0.332 0.39 0.61 -0.01
H 27.489 11.481 1.385 -0.03 -0.67 -0.65
H 26.096 12.111 2.071 -0.37 0.63 -0.12
H 26.835 12.843 0.541 -0.41 0.31 0.18
H 24.101 10.980 -2.170 0.19 0.25 -0.31
H 24.850 9.744 -1.521 0.27 -0.29 -0.01